Density functional theory data (the ωB97M-V functional and the def2-TZVPD basis) for a cluster of 2 separate species, C5H5NO2 in total.

Last column: natural (NBO) charge in e.
Element x y z (Å)
O  3.212  -1.373  0.609  -0.516
O  4.025  -0.365  -1.275  -0.506
N  -0.275  -1.750  0.144  -0.326
C  3.619  -0.871  -0.334  1.022
C  -0.654  -0.562  -0.090  -0.086
C  0.215  -2.705  0.707  0.003
C  -0.448  2.107  -0.324  -0.414
C  -0.005  1.044  0.353  -0.161
H  -0.024  3.102  -0.154  0.216
H  0.675  1.018  1.106  0.190
H  0.945  -3.356  0.261  0.176
H  -1.786  -0.400  -0.232  0.192
H  -1.244  1.966  -1.104  0.210

Computed properties:
Frontier orbital gap ... 8.43 eV
HOMO energy ... -7.91 eV
E ... -10846.9833 eV
2S+1 ... 1
Relative energy (zero: lowest compared OMol25 entry of this formula, charge and spin) ... 99.9 kcal per mole